(1)
18
Properties=species:S:1:pos:R:3:forces:R:3:nbo_charge:R:1 method="wB97M-V/def2-TZVPD" de_lowest_kcal_mol=3.7 e_homo_ha=-0.0245 e_lumo_ev=5.9 total_charge=-2 largest_force_ev_per_a=3.3 energy_ev=-37220.806
C -1.245 2.255 1.714 0.98 -0.17 -0.16 0.932
C -0.969 0.338 0.301 -2.44 -0.91 -1.48 -0.414
C 1.943 -2.251 0.585 -2.84 -0.57 1.53 -0.473
N -0.875 0.980 1.572 1.19 0.39 0.80 -0.559
N 1.930 -1.909 -0.772 -1.33 2.27 -1.40 -0.522
O 3.605 -1.411 -2.820 0.27 0.60 -1.14 -1.140
O 1.946 -3.131 -1.632 0.53 -0.93 -1.04 -0.725
O -1.843 2.985 0.968 -0.95 0.05 -1.21 -0.700
O 4.403 -2.887 -0.810 -0.41 0.64 -0.93 -1.165
F -0.794 2.890 2.834 0.14 -0.84 0.64 -0.364
P 3.327 -2.228 -1.643 0.22 -1.76 1.71 2.393
S 0.040 0.015 2.734 -0.15 0.27 0.69 -0.487
H -1.995 -0.050 0.170 -0.10 -0.06 0.17 0.163
H -0.883 0.941 -0.574 0.42 1.29 -0.31 0.195
H -0.376 -0.537 0.055 0.75 0.17 1.09 0.246
H 2.865 -2.727 0.662 1.57 -1.11 1.89 0.206
H 1.758 -1.319 1.150 0.52 -0.50 -0.01 0.248
H 1.043 -2.944 0.901 1.60 1.17 -0.84 0.168



(2)
21
Properties=species:S:1:pos:R:3:forces:R:3:nbo_charge:R:1 method="wB97M-V/def2-TZVPD" de_lowest_kcal_mol=55.8 e_homo_ha=-0.3103 e_lumo_ev=-0.6 total_charge=0 largest_force_ev_per_a=5.3 energy_ev=-29016.968
C -1.729 1.132 -0.663 2.36 0.29 -0.11 -1.140
C 0.434 -1.043 -2.116 -3.40 -0.12 4.01 -1.054
C 1.250 1.674 -0.650 1.95 -0.35 -0.98 -1.175
O -0.100 -0.644 0.672 0.73 0.68 2.27 -1.304
Si -0.707 -2.076 1.195 0.40 -1.07 -0.86 1.170
Si 1.204 -0.119 3.057 -0.36 0.90 0.26 0.532
Si -0.039 0.298 -0.667 -0.23 -0.94 -1.39 1.874
H -2.030 1.491 -1.582 -0.21 0.99 -2.39 0.236
H -2.593 0.699 -0.353 -2.24 -2.63 1.07 0.243
H -1.772 1.970 -0.024 0.72 1.43 0.85 0.241
H 0.766 -0.358 -2.797 1.09 0.82 -2.58 0.218
H 1.149 -1.605 -1.539 0.72 -0.24 -0.37 0.230
H -0.473 -1.707 -2.310 1.35 1.14 -0.30 0.243
H 1.305 2.075 -1.736 -0.65 0.08 1.89 0.251
H 1.047 2.368 0.182 -0.23 0.31 -0.84 0.255
H 2.368 1.449 -0.503 -1.67 -0.42 -0.01 0.259
H 0.487 -2.960 1.589 -0.97 0.43 -0.20 -0.172
H -1.739 -2.076 2.336 0.67 0.25 -0.88 -0.164
H -1.216 -2.436 -0.204 -0.32 -0.61 1.10 -0.207
H 0.371 0.988 3.929 0.69 -0.70 -1.02 -0.264
H 2.018 0.880 2.184 -0.42 -0.22 0.48 -0.272



Please write out number 2 again, unchanged.
21
Properties=species:S:1:pos:R:3:forces:R:3:nbo_charge:R:1 method="wB97M-V/def2-TZVPD" de_lowest_kcal_mol=55.8 e_homo_ha=-0.3103 e_lumo_ev=-0.6 total_charge=0 largest_force_ev_per_a=5.3 energy_ev=-29016.968
C -1.729 1.132 -0.663 2.36 0.29 -0.11 -1.140
C 0.434 -1.043 -2.116 -3.40 -0.12 4.01 -1.054
C 1.250 1.674 -0.650 1.95 -0.35 -0.98 -1.175
O -0.100 -0.644 0.672 0.73 0.68 2.27 -1.304
Si -0.707 -2.076 1.195 0.40 -1.07 -0.86 1.170
Si 1.204 -0.119 3.057 -0.36 0.90 0.26 0.532
Si -0.039 0.298 -0.667 -0.23 -0.94 -1.39 1.874
H -2.030 1.491 -1.582 -0.21 0.99 -2.39 0.236
H -2.593 0.699 -0.353 -2.24 -2.63 1.07 0.243
H -1.772 1.970 -0.024 0.72 1.43 0.85 0.241
H 0.766 -0.358 -2.797 1.09 0.82 -2.58 0.218
H 1.149 -1.605 -1.539 0.72 -0.24 -0.37 0.230
H -0.473 -1.707 -2.310 1.35 1.14 -0.30 0.243
H 1.305 2.075 -1.736 -0.65 0.08 1.89 0.251
H 1.047 2.368 0.182 -0.23 0.31 -0.84 0.255
H 2.368 1.449 -0.503 -1.67 -0.42 -0.01 0.259
H 0.487 -2.960 1.589 -0.97 0.43 -0.20 -0.172
H -1.739 -2.076 2.336 0.67 0.25 -0.88 -0.164
H -1.216 -2.436 -0.204 -0.32 -0.61 1.10 -0.207
H 0.371 0.988 3.929 0.69 -0.70 -1.02 -0.264
H 2.018 0.880 2.184 -0.42 -0.22 0.48 -0.272